Formula: C2H6N2S3
Source: the Open Molecules 2025 dataset
Level of theory: ωB97M-V/def2-TZVPD

Each line ends with the natural charge from an NBO analysis.
Cartesian coordinates (Å):
C: 1.0628 1.3302 -0.0309  -0.434
N: 1.0472 -0.0565 0.1091  -0.539
S: 2.7705 -0.6874 -0.1768  0.134
C: -0.0272 -0.8443 0.1228  -0.013
S: -0.1845 -2.4452 0.0484  -0.075
S: -1.7864 0.4206 0.1512  0.297
N: -3.0606 -0.5224 -0.3603  -0.972
H: 0.6172 1.7006 0.9114  0.204
H: 2.0818 1.7670 -0.1078  0.236
H: 0.3801 1.5765 -0.8234  0.222
H: 3.3612 -0.2372 1.0665  0.139
H: -3.3686 -1.1439 0.4081  0.400
H: -2.8933 -0.8581 -1.3185  0.400

Forces on the atoms, in the same order (eV/Å):
-0.86 2.42 1.45
3.06 -3.00 -0.33
-1.03 0.27 1.91
-1.43 1.36 -0.15
-0.14 0.00 0.02
1.82 -0.79 -0.15
0.84 -0.07 0.62
0.16 0.55 -0.38
-0.96 -0.51 -0.25
0.08 0.75 -0.62
-1.13 -0.59 -1.69
0.18 0.00 -1.45
-0.59 -0.40 1.01

For the gap between HOMO and LUMO, the calculation gives 8.206 eV. The LUMO energy is -0.03 eV. Its molecular weight is 154.3 g/mol. Its maximum force is 4.30 eV Å⁻¹. As for the charge: 0. The calculation puts the HOMO energy at -0.303 hartree. The SMILES is CN(S)C(=S)SN.